83
Properties=species:S:1:pos:R:3:lowdin_charge:R:1 method="wB97M-V/def2-TZVPD" homo_energy_ev=-10.21 e_tot_ha=-1796.65074 e_lumo_ev=-4.278 spin_multiplicity=1 orbital_gap_ev=5.932 total_charge=+1
H 0.788 -4.590 0.106 0.1081
H 3.212 2.748 2.131 0.1109
C -1.875 0.933 -0.646 -0.1603
C 1.437 -2.421 4.392 -0.0989
H -0.397 6.745 -1.018 0.0454
H -0.510 -0.810 5.357 0.1202
H -2.662 -0.639 -3.127 0.1116
C 2.596 -5.714 0.476 -0.0583
O -1.500 3.140 -1.524 -0.1601
H -2.790 -3.580 5.058 0.1060
H -2.955 5.303 -3.177 0.0432
H -0.453 -4.390 3.606 0.1119
H 1.657 -2.408 5.478 0.0935
C 3.671 -3.330 1.459 -0.0235
C 0.309 0.202 -2.879 -0.0661
N 0.038 -2.421 4.106 -0.2604
H 1.906 -1.533 3.942 0.0781
C 1.810 -4.561 0.482 -0.0075
H 1.909 1.598 -1.804 0.1114
H -1.531 6.107 -3.891 0.0451
C 1.552 -2.131 0.993 0.0198
H -3.408 1.468 -2.147 0.1187
H 2.041 -1.229 1.388 0.1286
H -0.982 2.879 1.125 0.1280
C 0.287 -1.981 0.449 -0.0382
C 1.668 1.884 -0.782 -0.0515
H -2.152 2.370 -3.757 0.1060
C -0.914 1.265 -5.149 -0.0505
C -3.162 0.665 -1.452 -0.0881
C 2.334 -3.336 0.976 -0.2228
C -0.334 -0.722 0.413 -0.0001
C 4.443 -4.486 1.450 -0.0587
H 0.845 3.274 2.751 0.1130
C 3.910 -5.689 0.959 -0.0461
H -1.239 -1.997 -1.866 0.1309
H 1.170 5.200 -3.339 0.0479
H -2.598 -1.251 3.280 0.0918
C -2.204 -3.179 4.227 -0.1508
C -1.921 5.151 -3.513 -0.1513
H 2.177 -6.647 0.088 0.1146
H -2.129 1.363 0.334 0.1537
C 0.049 0.264 -5.280 -0.0724
C -1.304 1.689 -3.873 -0.0481
H -0.226 -2.832 -0.011 0.1046
H 1.619 4.236 -1.914 0.0338
H -1.920 6.038 -0.422 0.0427
C 0.051 2.636 0.859 -0.0541
H -0.357 5.434 0.187 0.0264
H -1.394 1.704 -6.026 0.1158
C -0.583 1.267 -2.752 -0.1563
H 4.085 -2.389 1.831 0.1215
H 0.974 3.435 -3.370 0.0389
Si -0.847 4.590 -2.097 0.4374
H -2.786 -1.222 5.041 0.1061
C -0.857 1.888 -1.352 -0.3414
H 4.519 -6.595 0.946 0.1166
C 2.405 2.574 1.416 -0.0752
C 0.626 -0.305 -4.144 -0.0566
H 5.467 -4.460 1.827 0.1148
C -1.958 -1.442 -1.244 -0.1231
H 3.720 1.835 -0.141 0.1138
H 1.333 -1.134 -4.222 0.1116
H -3.950 -1.272 -2.100 0.1201
C 0.341 2.095 -0.400 -0.1809
H -3.962 0.602 -0.704 0.1268
C 2.693 2.070 0.152 -0.0632
H 0.754 -0.222 -1.975 0.1059
N -1.308 -0.408 -0.454 -0.0071
H 0.327 -0.098 -6.271 0.1108
C 0.893 4.326 -2.732 -0.1312
C -0.882 5.811 -0.699 -0.1461
H 0.014 0.066 1.092 0.1393
C -0.726 -3.612 4.338 -0.1949
H -1.925 4.436 -4.345 0.0234
H -0.516 -4.039 5.343 0.1194
C 1.083 2.860 1.771 -0.0605
H -2.622 -3.570 3.295 0.0984
H -2.437 -2.185 -0.585 0.1398
C -0.714 -1.223 4.346 -0.2021
H 1.914 -3.308 3.958 0.0802
C -3.009 -0.716 -2.089 -0.1245
C -2.195 -1.636 4.220 -0.1531
H -0.429 -0.439 3.625 0.0975

***

70
Properties=species:S:1:pos:R:3:lowdin_charge:R:1 method="wB97M-V/def2-TZVPD" homo_energy_ev=-8.99 e_tot_ha=-1704.60921 e_lumo_ev=0.481 spin_multiplicity=1 orbital_gap_ev=9.473 smiles="O=COCCOC(=O)Oc1ccncc1.COCCOCCOC.COCCOCCOC"
H -2.207 5.302 1.802 0.1374
H 3.229 -3.992 -3.544 0.0890
C -3.960 -2.182 -1.678 -0.1859
O -3.658 -4.409 -2.615 -0.1942
H 0.652 -2.252 -0.299 0.0849
H 2.164 -1.638 -2.504 0.1001
H -4.426 -2.823 -3.653 0.1266
C -4.459 -3.240 -2.638 -0.2010
H 8.028 -0.184 0.069 0.0871
H 4.106 -4.429 -2.062 0.0890
H 5.847 -1.832 1.365 0.1278
H 3.934 -2.436 -0.096 0.1144
H -5.501 -3.479 -2.399 0.1228
O 0.552 5.232 3.396 0.2154
H -4.567 -1.290 -1.855 0.1265
H 3.338 -0.958 -3.649 0.1289
C 3.990 -1.464 0.396 -0.1851
O -1.699 7.976 1.366 -0.0136
H -2.789 0.628 1.386 0.1071
C -2.496 6.015 2.573 -0.1390
H -0.052 -1.870 -1.888 0.0793
H -5.244 -5.577 -1.954 0.0863
H -3.778 -3.596 1.307 0.1271
H 2.498 -3.692 -1.941 0.0815
H -3.163 2.626 2.761 0.1164
C -1.064 2.882 3.156 -0.2343
C 0.315 1.228 2.105 -0.1041
C -2.165 2.259 2.591 0.0119
H 1.296 0.829 1.901 0.1072
H 2.893 0.632 -1.918 0.1288
H -3.718 -6.408 -2.299 0.0876
O -4.143 -2.472 -0.302 -0.1253
H 1.060 2.791 3.361 0.1186
C -4.386 -5.616 -2.633 -0.1156
H 7.446 0.141 -1.577 0.0880
H 4.558 0.113 -1.760 0.1155
H -2.101 7.301 -0.557 0.1488
H -0.705 -1.095 -0.440 0.0651
C 7.140 0.023 -0.538 -0.1129
C -2.826 7.356 1.979 -0.1536
C -1.932 1.133 1.813 -0.1365
C 3.209 -1.335 -2.626 -0.1927
N -0.736 0.615 1.545 0.0676
H 5.445 -0.109 1.195 0.1233
C 0.187 2.341 2.919 0.0187
O 4.078 -2.441 -2.456 -0.1954
O -1.455 6.183 3.541 0.0589
H -3.407 5.628 3.031 0.1377
C -1.892 -3.132 0.494 -0.1984
H -3.631 7.234 1.251 0.1308
O -0.232 6.979 0.021 0.1368
H -3.468 -4.441 -0.199 0.1155
O -1.189 -3.098 -0.736 -0.1925
H -3.183 8.022 2.753 0.1362
H -4.734 -5.852 -3.645 0.0869
C 3.435 -3.697 -2.509 -0.1051
H 6.681 0.961 -0.206 0.0866
C -1.328 7.367 0.218 -0.3665
C 5.426 -1.079 0.685 -0.1991
C 3.525 -0.219 -1.651 -0.1731
H -2.926 -1.909 -1.895 0.1168
C -0.278 -2.021 -0.831 -0.1089
H -1.435 -3.905 1.127 0.1278
C -3.352 -3.481 0.308 -0.1812
O 3.215 -0.489 -0.288 -0.1342
H 3.497 -1.573 1.366 0.1260
H -1.812 -2.172 1.015 0.1120
O 6.225 -1.050 -0.484 -0.1959
C -0.607 5.139 3.579 -0.5558
O -1.262 4.001 3.953 0.0993

***

34
Properties=species:S:1:pos:R:3:lowdin_charge:R:1 method="wB97M-V/def2-TZVPD" homo_energy_ev=-13.97 e_tot_ha=-709.66203 e_lumo_ev=-3.550 spin_multiplicity=1 orbital_gap_ev=10.417 total_charge=+1
C -1.312 -0.592 -2.589 0.1414
H 1.859 2.500 -1.731 0.0924
O 2.143 -2.823 0.172 -0.0835
O -0.783 1.392 2.822 -0.0828
H -0.565 -0.660 3.179 0.1247
H -0.228 2.648 1.715 0.0315
O 2.826 -0.316 -0.667 -0.0587
H 0.899 0.356 2.992 0.1269
C -0.261 -0.355 1.142 -0.1694
H -1.887 1.586 -0.337 0.1257
H 2.273 -1.917 -0.192 -0.0157
H -0.209 0.871 -1.776 0.1270
H 0.169 3.989 1.060 0.0638
H -0.679 -0.751 -3.447 0.1248
N -1.073 0.310 -1.717 0.0547
H -3.028 0.327 -0.868 0.1345
H 2.878 -3.350 -0.189 0.0691
H -2.376 -0.024 1.460 0.1126
H 0.110 -1.385 1.140 0.1050
H 2.338 0.503 -0.906 0.0048
C -1.705 -0.330 0.665 -0.1410
H -0.301 -3.407 -1.482 0.0779
H -1.934 -1.331 0.294 0.1114
O -0.122 -2.493 -1.735 -0.0519
O 0.080 3.054 0.869 -0.0596
C -1.986 0.532 -0.612 -0.1336
H 1.172 2.173 -0.373 0.0420
H 0.619 -2.384 -1.114 0.0173
H 3.383 -0.303 0.111 0.0652
H -1.709 1.226 2.835 0.0720
O 1.321 1.842 -1.286 -0.0583
H -2.225 -1.166 -2.491 0.1284
C -0.093 0.143 2.613 -0.1711
H 0.407 0.133 0.443 0.0725

***

19
Properties=species:S:1:pos:R:3:lowdin_charge:R:1 method="wB97M-V/def2-TZVPD" homo_energy_ev=-13.56 e_tot_ha=-398.59961 e_lumo_ev=-2.803 spin_multiplicity=1 orbital_gap_ev=10.756 total_charge=+1
C 1.495 -0.088 0.076 -0.3882
H 0.728 1.635 -2.475 0.1295
N 1.311 -1.064 -0.787 0.0824
N -2.109 -0.252 0.621 -0.0470
C -0.995 -0.557 0.435 0.1185
H -3.501 1.196 0.588 0.0847
C 0.973 -0.530 -2.021 -0.0244
C 1.784 -0.235 1.519 0.0101
H 2.644 -0.872 1.611 0.0856
H 0.871 -0.760 1.903 0.0860
H 2.058 0.746 1.963 0.1121
H 1.861 -1.931 -0.652 0.2084
H 0.959 -1.255 -2.837 0.1409
C 0.822 0.810 -1.801 -0.0811
H -4.112 -0.375 0.087 0.0921
H -3.739 0.165 1.832 0.1278
C -3.434 0.137 0.735 -0.0936
H 1.110 2.113 -0.231 0.2175
N 1.275 1.120 -0.564 0.1389